Record 1
The following is a quantum chemistry calculation of a molecular structure, C29H29AsN2O11RuS, from the Open Molecules 2025 dataset.

Geometry as XYZ:
```
74
Properties=species:S:1:pos:R:3:forces:R:3:lowdin_spin:R:1
Ru 0.808229 -2.006223 0.019058 0.567 -0.540 2.137 0.83
O -0.218192 -2.335904 6.576528 -0.037 0.116 0.359 0.02
C -0.098359 -2.360632 5.378891 0.099 -0.342 -0.799 0.01
C -1.202104 -2.665503 4.374243 0.823 0.455 -0.326 0.01
O -2.353268 -2.912975 4.637373 -0.519 -0.173 0.099 0.02
C -0.586565 -2.566092 3.011437 1.517 0.234 1.626 0.00
C 0.837208 -2.227548 3.159163 -3.170 -0.599 2.707 -0.01
O 1.605403 -2.074881 2.212348 1.445 0.293 -3.897 -0.02
C 1.169058 -2.050385 4.598070 -0.808 0.067 -0.759 0.00
O 2.227470 -1.707129 5.070439 0.676 0.171 0.294 0.01
O -1.147948 -2.671918 1.928006 -0.440 -0.001 -1.533 0.07
O 3.578603 -1.066095 -2.466059 -0.070 -0.031 0.057 0.00
As 3.380469 -2.764862 -1.927125 0.250 -0.181 -0.393 0.00
O 4.813908 -3.493923 -2.097671 -0.131 0.049 0.068 0.00
O 2.716634 -2.537498 -0.391570 -0.421 0.254 0.244 0.07
C 2.049366 -3.317643 -3.245529 -0.029 0.019 0.039 0.00
C 2.278671 -2.811956 -4.523694 0.012 0.026 0.003 0.00
C 1.446594 -3.145582 -5.581955 0.003 -0.002 0.001 0.00
C 0.367507 -3.989823 -5.372918 0.008 0.000 -0.009 0.00
C 0.129739 -4.502645 -4.107578 -0.007 -0.003 0.017 0.00
C 0.966334 -4.171948 -3.049988 -0.024 0.009 -0.023 0.00
S 0.593479 -4.888707 -1.455001 0.237 -0.649 -0.213 0.00
O -0.400598 -5.903923 -1.688517 0.088 0.196 0.037 0.00
O 1.854487 -5.286087 -0.893432 -0.110 0.121 -0.042 0.00
O -0.043225 -3.738968 -0.713240 0.035 0.726 0.174 0.01
H 2.838204 -0.560359 -2.108045 0.055 0.037 -0.020 0.00
H 3.118395 -2.148823 -4.684726 0.000 -0.002 -0.006 0.00
H 1.646625 -2.747176 -6.568942 0.002 -0.001 0.010 0.00
H -0.285139 -4.257746 -6.194654 0.005 0.002 0.009 0.00
H -0.693773 -5.177034 -3.917990 -0.001 -0.003 0.002 0.00
C 2.986374 3.891912 3.002234 -0.007 -0.026 0.013 0.00
C 2.500246 3.928450 1.546475 0.000 0.024 0.009 0.00
C 3.635654 4.417386 0.637028 0.002 -0.018 -0.018 0.00
C 1.337744 4.915485 1.445006 -0.012 -0.010 0.000 0.00
C 2.096800 2.518803 1.129755 0.093 -0.032 0.019 0.00
C 3.037764 1.487580 1.142096 -0.052 0.051 -0.003 0.00
C 2.674937 0.205397 0.795174 -0.045 -0.182 -0.034 0.00
N 1.423168 -0.095547 0.424187 -0.053 0.138 -0.097 -0.01
C 0.494526 0.875127 0.405160 0.084 -0.009 0.052 0.00
C 0.806064 2.185001 0.748240 -0.076 -0.107 -0.042 0.00
C -0.853611 0.406834 0.035044 -0.104 0.003 -0.007 0.00
C -1.967847 1.220025 -0.075613 0.164 -0.031 0.024 0.00
C -3.207639 0.676491 -0.398927 -0.046 -0.109 -0.025 0.00
C -3.258397 -0.699134 -0.601649 -0.013 0.100 -0.015 0.00
C -2.113142 -1.462695 -0.477055 0.130 -0.125 0.065 0.00
N -0.932892 -0.921698 -0.173162 -0.134 0.175 0.110 0.01
C -4.431776 1.581151 -0.493170 -0.032 -0.001 0.003 0.00
C -4.178928 2.670978 -1.543689 0.025 -0.006 -0.011 0.00
C -4.671694 2.232756 0.876136 0.016 -0.017 0.021 0.00
C -5.687460 0.805837 -0.890531 0.003 -0.014 0.006 0.00
H 3.290703 4.892094 3.318110 -0.006 -0.008 -0.013 0.00
H 3.839481 3.224528 3.123896 0.000 0.004 0.010 0.00
H 2.194345 3.546021 3.668444 0.011 -0.004 0.002 0.00
H 3.938696 5.424489 0.930986 -0.008 -0.012 0.001 0.00
H 3.314558 4.445565 -0.405826 0.001 0.006 -0.007 0.00
H 4.511098 3.771438 0.701391 0.005 0.000 0.004 0.00
H 1.680244 5.908023 1.741975 -0.002 -0.012 -0.002 0.00
H 0.514241 4.638893 2.106304 0.002 0.001 0.003 0.00
H 0.956993 4.986731 0.424040 -0.001 0.010 -0.009 0.00
H 4.061996 1.667363 1.438073 -0.017 -0.017 0.002 0.00
H 3.363183 -0.629247 0.801615 -0.009 0.008 0.026 0.00
H 0.026551 2.930927 0.730060 0.006 -0.013 0.000 0.00
H -1.867897 2.281674 0.101173 0.004 -0.015 0.004 0.00
H -4.182268 -1.201810 -0.843992 0.014 -0.001 0.011 0.00
H -2.109439 -2.537318 -0.603972 -0.015 0.003 0.041 0.00
H -3.321928 3.293596 -1.284073 0.001 0.006 0.001 0.00
H -5.052872 3.321038 -1.621548 0.008 -0.012 0.006 0.00
H -3.990893 2.229875 -2.524099 -0.004 0.003 -0.007 0.00
H -3.813967 2.826802 1.194381 -0.007 0.008 0.004 0.00
H -4.856850 1.474963 1.638976 0.005 0.008 0.002 0.00
H -5.540310 2.892983 0.827363 0.010 -0.011 -0.007 0.00
H -5.574005 0.328017 -1.865231 -0.004 0.001 -0.007 0.00
H -6.531930 1.494318 -0.951921 0.009 -0.005 0.001 0.00
H -5.936849 0.038889 -0.155806 0.000 0.002 0.002 0.00
```
Positions in Å, forces in eV/Å.

Properties
- Total charge: -1
- E_tot: -130303.4470 eV
- Multiplicity: 2
- Orbital gap (spin up / spin down): 4.3439 / 4.5450 eV
- LUMO energy (spin up / spin down): 0.011 / 0.022 hartree
- Relative energy (zero: lowest compared OMol25 entry of this formula, charge and spin): 69.7 kcal per mole

=====

Record 2
The following is a quantum chemistry calculation of a molecular structure, C29H29AsN7O7Sr, from the Open Molecules 2025 dataset.

Geometry as XYZ:
```
74
Properties=species:S:1:pos:R:3:forces:R:3:mulliken_charge:R:1
Sr 0.277409 -0.528638 0.901331 0.256 0.333 -0.017 1.65
O -2.125325 4.813486 1.667300 0.060 0.137 -0.132 -0.67
C -1.915604 4.791829 0.339238 0.015 0.139 0.024 0.42
C -2.084264 5.990830 -0.362176 0.002 -0.085 0.125 -0.69
C -1.879234 6.043126 -1.725180 -0.054 0.102 -0.007 -0.26
C -1.506924 4.904315 -2.429394 0.035 -0.092 -0.044 -0.88
C -1.327916 3.722952 -1.736452 0.044 -0.081 0.061 -0.28
C -1.517811 3.639943 -0.357821 -0.031 -0.013 -0.014 0.40
C -1.259347 2.327986 0.311979 -0.258 0.424 0.092 0.63
O -0.673560 1.428562 -0.334407 0.263 -0.361 0.005 -0.86
N -1.721129 2.242292 1.562414 0.133 -0.408 0.271 -1.51
N -1.340846 1.054783 2.154393 -0.182 0.214 -0.201 0.82
C -2.050927 0.585635 3.096455 0.130 -0.426 0.239 -1.15
C -1.660190 -0.701042 3.758020 -0.328 0.819 -0.126 0.93
C -2.514956 -1.257407 4.702586 0.148 -0.134 -0.022 -0.87
C -2.145659 -2.446572 5.313650 -0.060 0.061 -0.012 -0.35
C -0.938521 -3.024782 4.970544 0.156 0.050 -0.082 -0.80
C -0.144133 -2.385857 4.023068 -0.005 -0.222 0.190 -0.36
N -0.489328 -1.257103 3.426547 -0.186 0.125 -0.144 0.24
H -1.977556 3.887697 1.986491 -0.147 -0.167 0.021 0.50
H -2.374668 6.867333 0.201269 -0.004 0.030 -0.002 0.41
H -2.013685 6.982577 -2.247370 -0.010 0.019 -0.002 0.36
H -1.356426 4.940347 -3.500409 0.006 0.008 0.000 0.40
H -1.029438 2.812652 -2.239891 0.008 0.012 -0.039 0.33
H -2.970626 1.073626 3.425018 0.066 0.025 0.004 0.25
H -3.448531 -0.768767 4.943939 -0.014 0.029 -0.011 0.41
H -2.791411 -2.908730 6.050162 0.009 0.004 -0.014 0.41
H -0.595313 -3.942359 5.426409 -0.013 -0.009 0.010 0.39
H 0.819912 -2.796679 3.749816 0.026 -0.009 -0.007 0.52
O -1.687767 -2.057814 0.579645 -0.188 -0.127 0.147 -0.79
C -1.046448 -2.663362 -0.308100 -0.221 -0.154 -0.055 0.83
O 0.190366 -2.563897 -0.500785 0.220 -0.166 -0.275 -0.86
C -1.827847 -3.554241 -1.233839 -0.165 -0.212 -0.083 0.23
C -1.484655 -3.650049 -2.576864 0.069 -0.052 0.061 -0.49
C -2.218999 -4.443734 -3.445762 -0.091 -0.091 -0.063 -0.52
C -3.296304 -5.183745 -2.979987 0.246 0.216 0.090 -0.53
C -3.599636 -5.077027 -1.634854 -0.622 -0.488 0.299 0.12
C -2.911412 -4.276736 -0.746266 0.116 0.172 -0.250 -0.43
N -4.758204 -5.874142 -1.114951 0.148 0.296 -0.249 1.03
O -5.030343 -5.781106 0.064507 0.077 -0.061 -0.117 -0.61
O -5.377420 -6.555222 -1.914302 0.133 0.060 0.159 -0.63
H -0.627600 -3.095050 -2.933337 0.027 0.030 0.027 0.49
H -1.947656 -4.492502 -4.491689 0.000 -0.006 -0.019 0.39
H -3.883098 -5.818949 -3.623172 -0.033 -0.029 -0.004 0.48
H -3.208787 -4.196754 0.287639 -0.008 -0.007 0.020 0.58
O 2.348541 -0.001597 2.019031 0.411 0.227 0.441 -0.53
N 2.706021 1.069289 2.622292 -0.185 0.048 -0.110 -0.16
C 2.905332 0.994502 3.923430 -0.012 -0.341 -0.663 0.54
C 2.820216 -0.252630 4.613395 0.025 -0.002 0.231 0.25
N 2.788686 -1.258236 5.171453 -0.059 -0.080 0.010 -0.58
C 3.302382 2.184927 4.587538 0.084 0.166 0.207 0.06
N 3.626601 3.144028 5.134424 0.009 0.014 0.038 -0.53
C 3.552474 -2.058109 -2.689056 -0.084 -0.155 -0.144 -1.11
C 4.018494 -0.829563 -1.925425 0.162 0.236 0.057 -0.81
As 2.503633 0.294358 -1.373334 -0.253 0.043 -0.118 0.59
C 1.860122 0.923360 -3.134918 -0.143 -0.146 0.178 -0.14
C 2.862864 1.614040 -4.036650 0.149 0.118 -0.151 -1.26
C 3.437283 1.901177 -0.760603 0.331 -0.160 -0.067 -0.98
C 2.490534 3.056409 -0.493056 -0.174 0.231 0.031 -0.96
H 4.381642 -2.734211 -2.911642 0.004 0.022 0.026 0.39
H 3.096131 -1.786007 -3.644117 0.014 0.037 0.005 0.27
H 2.802368 -2.620513 -2.128264 0.020 0.029 0.048 0.22
H 4.725455 -0.234664 -2.512626 -0.045 -0.052 0.014 0.45
H 4.535486 -1.119266 -1.006885 -0.051 0.017 -0.009 0.45
H 1.012624 1.573983 -2.903029 0.056 0.009 -0.001 -0.15
H 1.429881 0.045600 -3.624821 0.028 0.009 0.002 0.49
H 3.255835 2.527239 -3.587608 -0.016 0.000 0.063 0.24
H 2.412452 1.901077 -4.990705 -0.035 -0.023 0.013 0.44
H 3.716567 0.973664 -4.267724 0.003 -0.044 0.025 0.26
H 4.201954 2.170836 -1.497052 -0.048 0.002 0.059 0.55
H 3.953114 1.615252 0.159909 -0.041 0.016 -0.035 0.57
H 1.909347 3.336480 -1.376267 0.045 -0.033 -0.003 0.24
H 3.041588 3.941716 -0.167443 0.002 -0.018 -0.010 0.44
H 1.774196 2.819120 0.294326 0.027 -0.075 0.011 0.07
```
Positions in Å, forces in eV/Å.

Properties
- Total charge: -1
- E_tot: -116983.2361 eV
- Multiplicity: 1
- Orbital gap: 7.3515 eV
- LUMO energy: 0.055 hartree
- Relative energy (zero: lowest compared OMol25 entry of this formula, charge and spin): 0.0 kcal per mole

=====

Question: Look up the multiplicity of the first one.
Answer: 2

=====

Question: Which value of total charge does entry 1 give?
Answer: -1